# 1
{"formula": "AlH3O3", "method": "the ωB97M-V functional and the def2-TZVPD basis", "lumo_ha": -0.11196, "elements": ["Al", "O", "H", "O", "H", "O", "H"], "positions_angstrom": [[-0.1220, 0.5717, 0.6831], [0.9083, 1.9566, -0.4862], [1.3530, 1.7614, -1.3339], [-0.9389, -0.0906, -1.2110], [-0.4202, -0.9148, -1.2892], [-0.4710, -1.1907, 1.6505], [-0.3092, -2.0936, 1.9867]]}

# 2
{"formula": "C27H35BiN9SSe3Te2", "method": "the ωB97M-V functional and the def2-TZVPD basis", "charge": -1, "lumo_ha": 0.06733, "e_above_lowest_kj_mol": 61.5, "elements": ["Bi", "Se", "Te", "Te", "Se", "N", "C", "C", "N", "C", "C", "N", "C", "C", "N", "H", "H", "H", "H", "H", "H", "N", "C", "C", "C", "C", "C", "C", "N", "C", "C", "C", "C", "N", "C", "C", "H", "H", "H", "H", "H", "H", "H", "H", "H", "Se", "C", "C", "C", "C", "N", "C", "S", "N", "C", "C", "C", "C", "H", "H", "H", "H", "H", "H", "H", "H", "H", "H", "H", "H", "H", "H", "H", "H", "H", "H", "H", "H"], "positions_angstrom": [[-2.1267, 2.2889, 2.6632], [-2.1903, 1.4553, 5.3338], [-4.5129, 2.1946, 6.1229], [-5.7603, 2.8759, 3.8963], [-3.9024, 4.3487, 2.8518], [-5.8066, -3.1189, 1.6228], [-6.8987, -2.2931, 1.6223], [-6.3452, -1.0191, 1.6640], [-4.9513, -1.0728, 1.6275], [-4.6967, -2.3444, 1.5841], [-3.3703, -2.9227, 1.3652], [-3.2365, -4.1562, 0.9377], [-1.8615, -4.3424, 0.9107], [-1.1717, -3.1624, 1.3209], [-2.1714, -2.3065, 1.5837], [-5.7848, -4.1138, 1.4315], [-7.9190, -2.6577, 1.7836], [-6.7874, -0.0429, 1.8757], [-1.4296, -5.2989, 0.5953], [-0.1289, -2.9169, 1.2924], [-2.0644, -1.3062, 1.7680], [-2.4725, 0.8201, -5.1245], [-2.1236, 0.9249, -6.4856], [-2.7702, 1.4437, -7.6097], [-2.2857, 1.1399, -8.8276], [-1.0540, 0.4487, -8.8977], [-0.2983, 0.1401, -7.7383], [-0.8392, 0.3924, -6.4739], [-0.4333, 0.0439, -5.2043], [-1.4644, 0.1942, -4.4411], [-1.5928, 0.0595, -3.0115], [-2.7409, -0.4349, -2.3883], [-2.7916, -0.3979, -0.9983], [-1.7290, -0.0789, -0.2467], [-0.5941, 0.2622, -0.8272], [-0.5007, 0.3075, -2.2139], [-3.4127, 1.0479, -4.8126], [-3.6830, 1.9734, -7.5238], [-2.8127, 1.4663, -9.7634], [-0.6845, 0.1802, -9.8782], [0.6927, -0.3665, -7.8373], [-3.6138, -0.6830, -3.0031], [-3.6225, -0.7248, -0.4075], [0.2682, 0.5154, -0.2107], [0.4181, 0.6168, -2.7114], [-0.2472, 3.8575, 2.2433], [4.9020, -0.9323, 5.3397], [5.5774, -0.7371, 3.9693], [5.4632, -1.9707, 3.0847], [4.0244, -2.2037, 2.6860], [3.3761, -1.0681, 2.0784], [2.2640, -0.3561, 2.5469], [1.1362, -1.0526, 3.5638], [2.0835, 0.8068, 1.9009], [2.7194, 1.1311, 0.6788], [2.4286, 2.5161, 0.2098], [3.2589, 3.6000, 0.9322], [4.6022, 3.6952, 0.3133], [5.0037, -0.0546, 5.9942], [5.3357, -1.7030, 5.8745], [3.7447, -1.1269, 5.2937], [6.5961, -0.3791, 4.0633], [5.1119, 0.1530, 3.3950], [5.8143, -2.8497, 3.6304], [6.1718, -1.8455, 2.2074], [3.4479, -2.3509, 3.5690], [3.8953, -3.1430, 2.0953], [3.9336, -0.4791, 1.4368], [1.2503, 1.3703, 2.2134], [2.4423, 0.4229, -0.0979], [3.8521, 0.9981, 0.7992], [1.4058, 2.7315, 0.3718], [2.5890, 2.5126, -0.9036], [3.4545, 3.3016, 1.9869], [2.7122, 4.5678, 0.9284], [4.9580, 2.7475, -0.0613], [5.3719, 4.1038, 0.9973], [4.5771, 4.3572, -0.5585]]}

# 3
{"formula": "C54H59ClF5IN3O6P", "method": "the ωB97M-V functional and the def2-TZVPD basis", "lumo_ha": -0.01570, "smiles": "CCNc1c(CCCCN(C)C(C)=O)c([C@@H](I)CC)c(CCOC(C)=O)c2c1C(=O)N(P(O)Cl)C2=O.Fc1ccccc1.Fc1ccccc1.Fc1ccccc1.Fc1ccccc1.Fc1ccccc1", "elements": ["C", "C", "N", "C", "C", "C", "C", "C", "C", "N", "C", "C", "C", "O", "C", "C", "I", "C", "C", "C", "C", "C", "O", "C", "C", "O", "C", "C", "C", "O", "N", "P", "O", "Cl", "C", "O", "H", "H", "H", "H", "H", "H", "H", "H", "H", "H", "H", "H", "H", "H", "H", "H", "H", "H", "H", "H", "H", "H", "H", "H", "H", "H", "H", "H", "H", "H", "H", "H", "H", "H", "F", "C", "C", "C", "C", "C", "C", "H", "H", "H", "H", "H", "F", "C", "C", "C", "C", "C", "C", "H", "H", "H", "H", "H", "F", "C", "C", "C", "C", "C", "C", "H", "H", "H", "H", "H", "F", "C", "C", "C", "C", "C", "C", "H", "H", "H", "H", "H", "F", "C", "C", "C", "C", "C", "C", "H", "H", "H", "H", "H"], "positions_angstrom": [[1.2171, 0.5798, -5.8424], [0.8967, 1.7002, -4.8637], [1.6680, 1.7071, -3.6099], [1.9210, 0.4276, -3.0341], [0.9456, -0.2459, -2.2629], [-0.3570, 0.4735, -2.0000], [-0.2084, 1.5539, -0.8825], [-0.1510, 3.0111, -1.3655], [1.0372, 3.7435, -0.7293], [0.7856, 3.8951, 0.7071], [0.5537, 5.2842, 1.1546], [1.7682, 3.2505, 1.5085], [1.2286, 2.6483, 2.7699], [2.9339, 3.1954, 1.2304], [1.2132, -1.5394, -1.7516], [0.2066, -2.3895, -1.0026], [-0.6547, -1.4694, 0.7577], [-0.8499, -3.0805, -1.8953], [-1.2922, -2.3871, -3.1828], [2.4932, -2.1206, -1.9810], [2.8862, -3.4820, -1.4350], [3.4956, -3.3239, -0.0224], [3.8804, -1.9651, 0.2117], [3.2722, -1.2856, 1.2166], [3.2588, -1.8937, 2.5850], [2.8269, -0.2063, 1.0004], [3.4457, -1.4006, -2.6943], [3.1681, -0.1586, -3.2207], [4.3391, 0.3341, -3.9595], [4.4993, 1.3586, -4.5612], [5.3307, -0.6806, -3.8598], [6.9359, -0.1080, -3.3643], [7.3419, 0.6928, -4.6968], [6.3505, 1.3937, -2.0416], [4.8458, -1.7531, -3.0555], [5.5040, -2.7147, -2.8027], [2.2826, 0.5885, -6.0601], [0.7011, 0.7161, -6.7876], [0.9680, -0.4100, -5.4668], [-0.1775, 1.7176, -4.6858], [1.1292, 2.6363, -5.3645], [2.5710, 2.1058, -3.8306], [-0.6660, 1.0084, -2.8867], [-1.1370, -0.2052, -1.6953], [0.6229, 1.2940, -0.2336], [-1.0983, 1.4715, -0.2654], [-1.0388, 3.5331, -1.0121], [-0.1277, 3.1085, -2.4436], [1.2174, 4.6947, -1.2275], [1.9221, 3.1390, -0.9034], [-0.5066, 5.4317, 1.3365], [1.0577, 5.4387, 2.1038], [0.9262, 6.0046, 0.4355], [0.2554, 2.2091, 2.5895], [1.9166, 1.9150, 3.1701], [1.1018, 3.4481, 3.4973], [0.7639, -3.1850, -0.5508], [-0.4599, -4.0640, -2.1498], [-1.7437, -3.2488, -1.3062], [-2.0795, -1.6730, -2.9828], [-1.7457, -3.1455, -3.8180], [-0.4781, -1.9559, -3.7542], [3.6164, -3.9328, -2.0897], [2.0144, -4.1208, -1.4069], [2.7698, -3.6829, 0.7023], [4.3842, -3.9325, 0.0914], [2.8121, -1.1993, 3.2782], [2.6319, -2.7818, 2.5817], [4.2629, -2.1857, 2.8745], [6.8641, 1.5321, -4.7868], [-1.2905, 3.2348, 4.4929], [-1.5590, 2.4159, 5.5299], [-2.8700, 2.2466, 5.9267], [-3.1405, 1.3986, 6.9908], [-2.1056, 0.7428, 7.6429], [-0.7948, 0.9314, 7.2275], [-0.5136, 1.7711, 6.1593], [-3.6603, 2.7726, 5.4078], [-4.1629, 1.2493, 7.3122], [-2.3235, 0.0854, 8.4727], [0.0133, 0.4234, 7.7361], [0.5000, 1.9267, 5.8141], [-3.5811, -1.5118, -0.9901], [-4.3806, -0.4297, -0.8900], [-5.1206, -0.2509, 0.2607], [-5.9308, 0.8704, 0.3622], [-5.9918, 1.7857, -0.6804], [-5.2377, 1.5824, -1.8279], [-4.4207, 0.4676, -1.9367], [-5.0584, -0.9790, 1.0585], [-6.5135, 1.0305, 1.2593], [-6.6252, 2.6587, -0.5968], [-5.2825, 2.2925, -2.6409], [-3.8177, 0.2965, -2.8194], [-3.4403, 3.3222, -3.9509], [-3.2883, 3.9344, -5.1439], [-2.1392, 3.7027, -5.8714], [-1.9884, 4.3309, -7.0987], [-2.9769, 5.1811, -7.5746], [-4.1226, 5.4014, -6.8227], [-4.2864, 4.7720, -5.5975], [-1.3779, 3.0422, -5.4782], [-1.0960, 4.1557, -7.6841], [-2.8539, 5.6716, -8.5307], [-4.8924, 6.0664, -7.1898], [-5.1743, 4.9249, -4.9987], [-4.0924, -1.6450, 8.9711], [-5.0070, -1.1495, 9.8299], [-6.3078, -0.9870, 9.3987], [-7.2452, -0.4779, 10.2855], [-6.8711, -0.1340, 11.5771], [-5.5557, -0.3031, 11.9862], [-4.6120, -0.8188, 11.1100], [-6.5758, -1.2560, 8.3857], [-8.2704, -0.3500, 9.9660], [-7.6047, 0.2655, 12.2641], [-5.2613, -0.0324, 12.9910], [-3.5831, -0.9651, 11.4104], [5.2140, -6.5365, 0.6721], [5.5352, -6.9794, -0.5635], [5.6630, -8.3367, -0.7762], [5.9872, -8.7826, -2.0494], [6.1846, -7.8738, -3.0806], [6.0540, -6.5128, -2.8403], [5.7226, -6.0586, -1.5730], [5.5109, -9.0269, 0.0428], [6.0859, -9.8434, -2.2358], [6.4408, -8.2269, -4.0704], [6.2109, -5.7993, -3.6379], [5.6124, -5.0017, -1.3708]]}

# 4
{"formula": "C3H10N2O", "method": "the ωB97M-V functional and the def2-TZVPD basis", "lumo_ha": 0.02160, "smiles": "NCCN.C=O", "e_above_lowest_kj_mol": 188.1, "elements": ["N", "C", "C", "N", "H", "H", "H", "H", "H", "H", "H", "H", "C", "O", "H", "H"], "positions_angstrom": [[0.4673, -0.4727, -1.7769], [-0.4547, -0.3198, -0.6562], [-1.2723, -1.5313, -0.3014], [-2.1758, -1.2067, 0.7487], [1.2372, -1.0785, -1.4824], [0.8862, 0.4503, -1.9297], [-1.1575, 0.4869, -0.8610], [0.1086, -0.0276, 0.2410], [-1.8635, -1.8113, -1.1800], [-0.6185, -2.4074, -0.0695], [-2.9998, -1.8509, 0.7605], [-1.7421, -1.3270, 1.6349], [2.3873, 2.7758, 1.2252], [1.7020, 1.9784, 0.6133], [2.5298, 2.7680, 2.3366], [2.9660, 3.5739, 0.6969]]}